No. 1
Density functional theory data (ωB97M-V/def2-TZVPD) for a structure of composition C27H42IN2.

```
! RIJCOSX wB97M-V def2-TZVPD def2/J DEFGRID3
* xyz 1 1
C 3.616 1.979 -1.039
C 2.738 3.036 -1.690
C 2.619 2.856 -3.210
C 1.250 3.250 -3.791
C 0.336 2.077 -4.193
C -1.092 2.101 -3.619
C -1.477 0.817 -2.905
C -0.568 0.483 -1.702
C -1.362 -0.173 -0.604
C -1.572 -1.559 -0.764
C -2.310 -2.323 0.100
C -2.491 -3.796 -0.174
C -1.548 -4.656 0.608
N -0.728 -5.397 0.009
C -2.871 -1.683 1.225
C -3.632 -2.441 2.142
C -4.212 -1.863 3.212
N -4.039 -0.527 3.386
C -3.336 0.271 2.572
I -3.403 2.199 3.338
C -2.691 -0.257 1.420
C -1.922 0.503 0.467
C -1.734 1.993 0.522
C -0.614 2.590 1.439
C 0.095 1.687 2.441
C 1.215 0.811 1.870
C 1.305 -0.567 2.503
C 2.631 -1.271 2.190
C 2.463 -2.669 1.617
C 3.766 -3.258 1.070
H 4.623 2.022 -1.448
H 3.229 0.989 -1.279
H 3.668 2.089 0.038
H 1.743 3.002 -1.244
H 3.156 4.018 -1.484
H 2.832 1.816 -3.449
H 3.379 3.473 -3.679
H 1.408 3.882 -4.659
H 0.735 3.865 -3.055
H 0.253 2.072 -5.275
H 0.819 1.140 -3.923
H -1.800 2.237 -4.434
H -1.226 2.958 -2.961
H -2.516 0.855 -2.584
H -1.419 -0.002 -3.621
H -0.045 1.370 -1.359
H 0.193 -0.232 -2.002
H -1.136 -2.043 -1.627
H -3.521 -4.098 0.003
H -2.298 -3.981 -1.226
H -1.606 -4.587 1.696
H -0.145 -5.918 0.662
H -3.764 -3.497 1.988
H -4.810 -2.382 3.938
H -4.480 -0.108 4.191
H -1.522 2.302 -0.496
H -2.667 2.488 0.735
H 0.132 3.058 0.801
H -1.077 3.404 1.992
H -0.619 1.074 2.993
H 0.546 2.347 3.178
H 2.162 1.320 2.033
H 1.121 0.730 0.791
H 0.485 -1.184 2.132
H 1.200 -0.442 3.579
H 3.237 -1.349 3.091
H 3.212 -0.675 1.485
H 1.690 -2.664 0.851
H 2.089 -3.313 2.412
H 3.966 -4.241 1.485
H 3.723 -3.389 -0.007
H 4.615 -2.620 1.296
*
```

## Properties
HOMO-LUMO gap   7.63 eV
E   -1460.9697 hartree
Maximum force   0.5 eV/A

---

No. 2
Density functional theory data (ωB97M-V/def2-TZVPD) for a structure of composition C27H43BrF3IN4O7SSr.

```
! RIJCOSX wB97M-V def2-TZVPD def2/J DEFGRID3
* xyz 0 1
Sr -12.613 -12.525 -5.993
C -11.850 -6.357 -6.567
C -11.822 -7.579 -5.693
C -10.619 -7.576 -4.734
C -10.248 -8.849 -3.877
C -9.917 -9.997 -4.862
C -8.939 -8.548 -3.131
N -11.415 -9.189 -2.980
C -11.413 -8.945 -1.557
C -12.218 -9.849 -0.511
N -13.209 -10.692 -1.151
C -12.617 -12.006 -1.411
C -12.623 -12.295 -2.964
O -13.095 -13.314 -3.451
O -11.878 -11.532 -3.682
C -14.532 -10.690 -0.486
C -15.449 -11.675 -1.234
C -15.241 -9.384 -0.323
C -15.709 -8.353 -1.501
C -16.162 -7.208 -0.627
C -16.844 -8.763 -2.439
N -14.603 -8.053 -2.398
C -14.487 -6.763 -3.027
C -13.531 -6.512 -4.168
N -13.118 -7.742 -4.952
C -14.168 -8.269 -5.829
C -14.029 -9.802 -5.961
O -14.566 -10.410 -4.992
O -13.393 -10.297 -6.944
H -12.799 -6.188 -7.045
H -11.185 -6.439 -7.481
H -11.491 -5.420 -6.002
H -11.708 -8.501 -6.279
H -10.818 -6.827 -3.975
H -9.758 -7.285 -5.369
H -9.228 -9.508 -5.512
H -10.740 -10.168 -5.502
H -9.576 -10.871 -4.273
H -7.995 -8.659 -3.820
H -8.884 -9.251 -2.350
H -8.884 -7.486 -2.752
H -11.526 -10.347 -3.201
H -12.201 -8.806 -3.511
H -11.673 -7.901 -1.285
H -10.295 -9.065 -1.242
H -12.713 -9.198 0.237
H -11.403 -10.304 0.030
H -13.305 -12.779 -1.052
H -11.530 -12.100 -1.093
H -14.322 -11.180 0.543
H -16.439 -11.634 -0.887
H -15.166 -12.789 -1.043
H -15.391 -11.404 -2.292
H -14.759 -8.683 0.348
H -16.176 -9.638 0.257
H -16.977 -7.417 0.211
H -16.729 -6.447 -1.150
H -15.252 -6.683 -0.183
H -17.671 -9.036 -1.761
H -16.551 -9.621 -3.077
H -17.263 -7.883 -3.115
H -14.339 -8.860 -2.921
H -14.296 -5.967 -2.297
H -15.525 -6.587 -3.443
H -12.711 -5.968 -3.708
H -14.029 -5.753 -4.836
H -14.090 -7.801 -6.862
H -15.162 -7.895 -5.556
Br -17.261 -10.174 -7.751
C -17.798 -11.477 -6.431
C -18.752 -11.181 -5.426
C -19.520 -12.206 -4.825
C -19.100 -13.556 -5.045
C -17.991 -13.837 -5.875
C -17.270 -12.824 -6.573
I -15.783 -13.047 -8.071
H -19.054 -10.146 -5.339
H -20.413 -11.968 -4.167
H -19.592 -14.374 -4.518
H -17.764 -14.868 -6.115
F -8.068 -14.684 -6.804
C -9.388 -14.960 -6.811
F -9.762 -14.911 -5.542
F -9.681 -16.155 -7.344
S -10.307 -13.521 -7.849
O -11.690 -13.915 -8.069
O -9.443 -13.534 -8.997
O -10.329 -12.428 -6.774
*
```

## Properties
HOMO-LUMO gap   8.34 eV
E   -5400.5690 hartree
Maximum force   3.8 eV/A
Energy relative to the best compared isomer or geometry (same formula, charge and spin)   0.0000 eV

---

No. 3
Density functional theory data (ωB97M-V/def2-TZVPD) for a structure of composition C27H44AlBN2O9.

```
! RIJCOSX wB97M-V def2-TZVPD def2/J DEFGRID3
* xyz 2 1
Al 1.568 2.786 1.025
B 0.327 0.097 0.410
H 1.013 0.658 -0.403
H 0.411 0.549 1.528
H -0.827 0.130 0.071
H 0.721 -1.046 0.559
O -0.917 2.086 2.817
C -2.052 1.707 2.884
O -3.014 2.354 2.184
C -4.309 1.823 2.418
C -4.164 0.625 3.357
C -2.646 0.497 3.581
H -4.720 1.571 1.437
H -5.035 2.519 2.844
H -4.637 -0.273 2.957
H -4.638 0.732 4.333
H -2.284 -0.315 2.935
H -2.297 0.324 4.591
O 3.259 0.459 1.528
C 3.548 -0.689 1.344
O 4.006 -1.155 0.154
C 4.015 -2.616 0.160
C 3.005 -2.954 1.240
C 3.274 -1.873 2.245
H 5.006 -2.935 0.499
H 3.867 -2.978 -0.855
H 2.963 -3.958 1.664
H 1.978 -2.784 0.907
H 4.239 -1.970 2.778
H 2.603 -1.844 3.092
O 2.042 2.371 -2.310
C 2.332 2.065 -3.411
O 2.121 0.818 -3.924
C 2.703 0.690 -5.221
C 3.122 2.072 -5.737
C 2.795 2.979 -4.523
H 1.969 0.223 -5.872
H 3.613 0.084 -5.229
H 2.485 2.368 -6.564
H 4.181 2.187 -5.922
H 1.922 3.608 -4.706
H 3.661 3.610 -4.357
O -0.781 2.983 -0.696
C -1.685 3.367 -1.377
O -2.939 2.939 -1.133
C -3.872 3.449 -2.123
C -3.132 4.563 -2.831
C -1.642 4.203 -2.634
H -4.787 3.639 -1.560
H -4.185 2.684 -2.848
H -3.341 5.551 -2.422
H -3.375 4.541 -3.892
H -1.031 5.095 -2.662
H -1.355 3.485 -3.410
N -1.821 -2.184 0.132
C -2.538 -3.004 0.957
C -3.485 -3.669 0.142
C -3.341 -3.237 -1.149
C -2.238 -2.313 -1.132
H -1.066 -1.528 0.385
H -2.348 -3.053 2.016
H -4.244 -4.253 0.641
H -4.107 -3.378 -1.894
H -1.784 -1.783 -1.953
N 0.892 -2.554 -1.171
C 0.314 -3.794 -1.078
C 0.615 -4.545 -2.232
C 1.347 -3.722 -3.068
C 1.476 -2.483 -2.390
H 0.626 -1.741 -0.596
H -0.309 -4.003 -0.222
H 0.421 -5.566 -2.514
H 1.623 -3.921 -4.088
H 2.068 -1.604 -2.582
C 1.693 0.927 6.238
C 1.430 0.469 4.817
O 1.651 1.208 3.906
C 0.811 -0.894 4.648
H 1.549 0.183 7.014
H 1.040 1.797 6.334
H 2.723 1.284 6.270
H 1.448 -1.676 5.062
H 0.690 -1.126 3.584
H -0.218 -0.936 5.006
*
```

## Properties
HOMO-LUMO gap   2.51 eV
E   -2108.4198 hartree
Maximum force   2.9 eV/A